# 1
Below is a structure of composition C34H25BrN2O2SiTc, with properties calculated with ωB97M-V/def2-TZVPD.

Results
E_HOMO (alpha / beta)   -13.8 / -13.9 eV
HOMO-LUMO gap (alpha / beta)   5.4 / 5.5 eV
ΔE to the lowest compared entry with this formula, charge and spin   19.9 kcal per mole
Expectation value of S²   3.78
Calculated total energy   -122844.774 eV

Structure (ORCA input):
```
! RIJCOSX wB97M-V def2-TZVPD def2/J DEFGRID3
* xyz 2 4
Tc -0.294 0.144 -0.118
Br 2.391 -4.066 5.507
C 1.517 -2.970 4.270
C 0.305 -2.367 4.609
C -0.369 -1.547 3.714
C 0.192 -1.339 2.473
O -0.442 -0.538 1.582
C 1.401 -1.928 2.103
C 1.980 -1.728 0.816
N 1.512 -1.010 -0.163
C 2.251 -0.954 -1.396
C 3.435 -1.581 -1.682
C 4.034 -1.422 -2.949
C 3.449 -0.647 -3.910
C 2.225 0.006 -3.639
C 1.551 0.818 -4.575
C 0.361 1.403 -4.240
C -0.169 1.194 -2.967
N 0.447 0.444 -2.052
C 1.641 -0.160 -2.375
C 2.066 -2.755 3.023
H -0.117 -2.542 5.590
H -1.307 -1.079 3.975
H 2.917 -2.249 0.650
H 3.943 -2.208 -0.964
H 4.968 -1.927 -3.150
H 3.909 -0.526 -4.882
H 1.984 0.965 -5.557
H -0.188 2.024 -4.933
H -1.111 1.638 -2.694
H 3.004 -3.222 2.752
O -1.615 1.312 -0.294
Si -2.807 2.554 -0.676
C -3.747 2.733 0.881
C -5.138 2.580 0.897
C -5.856 2.795 2.065
C -5.195 3.158 3.228
C -3.814 3.316 3.230
C -3.098 3.111 2.064
C -1.724 3.983 -1.135
C -0.410 4.060 -0.651
C 0.415 5.130 -0.963
C -0.062 6.155 -1.769
C -1.366 6.114 -2.241
C -2.187 5.041 -1.924
C -3.737 1.799 -2.078
C -3.709 2.273 -3.394
C -4.379 1.605 -4.410
C -5.078 0.440 -4.130
C -5.110 -0.058 -2.834
C -4.446 0.614 -1.820
H -5.667 2.304 -0.007
H -6.932 2.686 2.065
H -5.758 3.328 4.137
H -3.304 3.613 4.137
H -2.023 3.267 2.074
H -0.019 3.287 0.006
H 1.421 5.176 -0.568
H 0.575 6.994 -2.013
H -1.749 6.924 -2.847
H -3.213 5.053 -2.273
H -3.168 3.179 -3.636
H -4.362 1.996 -5.419
H -5.604 -0.078 -4.921
H -5.661 -0.962 -2.615
H -4.496 0.219 -0.811
*
```

How positive or negative is each atom? The Löwdin charges in e answer that: Tc 1.784; Br 0.854; C -0.673; C -0.050; C 0.037; C -0.271; O -0.234; C -0.134; C -0.005; N -0.041; C -0.183; C 0.028; C -0.016; C 0.018; C -0.125; C 0.063; C 0.012; C -0.055; N -0.050; C -0.154; C -0.037; H 0.124; H 0.139; H 0.133; H 0.119; H 0.129; H 0.136; H 0.143; H 0.131; H 0.082; H 0.125; O -0.452; Si 0.628; C -0.241; C -0.079; C -0.056; C -0.053; C -0.066; C -0.089; C -0.243; C -0.115; C -0.069; C -0.056; C -0.054; C -0.084; C -0.255; C -0.096; C -0.061; C -0.054; C -0.059; C -0.101; H 0.101; H 0.115; H 0.116; H 0.112; H 0.102; H 0.080; H 0.110; H 0.116; H 0.117; H 0.110; H 0.093; H 0.114; H 0.116; H 0.114; H 0.107

=====

# 2
Below is a structure of composition C34H25ClMgN2O5P2, with properties calculated with ωB97M-V/def2-TZVPD.

Results
E_HOMO   -7.1 eV
HOMO-LUMO gap   6.7 eV
ΔE to the lowest compared entry with this formula, charge and spin   3.9 kcal per mole
Calculated total energy   -85429.790 eV

Structure (ORCA input):
```
! RIJCOSX wB97M-V def2-TZVPD def2/J DEFGRID3
* xyz 0 1
Mg 0.154 -0.638 0.109
O -4.304 3.035 0.739
C -3.508 2.156 0.549
C -2.695 1.923 -0.722
O -2.701 2.618 -1.716
C -1.864 0.750 -0.449
C -2.054 0.293 0.863
O -1.339 -0.659 1.382
C -3.066 1.098 1.559
O -3.448 0.996 2.702
O -0.963 0.235 -1.253
N 2.247 1.218 1.758
P 2.459 -0.443 1.544
C 4.180 -0.650 1.003
C 4.824 -1.881 1.127
C 6.101 -2.057 0.617
C 6.744 -1.007 -0.026
C 6.107 0.217 -0.159
C 4.828 0.397 0.350
C 2.397 -1.168 3.210
C 3.490 -1.254 4.070
C 3.322 -1.721 5.365
C 2.062 -2.102 5.810
C 0.967 -2.018 4.961
C 1.133 -1.553 3.664
P 0.826 1.840 1.032
C -0.076 2.621 2.393
C -0.066 2.064 3.669
C -0.904 2.569 4.653
C -1.768 3.613 4.364
C -1.788 4.168 3.092
C -0.942 3.680 2.111
C 1.319 3.233 -0.011
C 0.780 3.279 -1.295
C 1.086 4.347 -2.132
C 1.938 5.347 -1.696
C 2.482 5.300 -0.415
C 2.163 4.253 0.430
H 2.804 1.734 2.430
H 4.332 -2.702 1.637
H 6.598 -3.012 0.727
H 7.741 -1.147 -0.423
H 6.602 1.037 -0.661
H 4.330 1.352 0.241
H 4.476 -0.962 3.729
H 4.174 -1.784 6.029
H 1.935 -2.461 6.823
H -0.017 -2.307 5.304
H 0.262 -1.465 3.019
H 0.579 1.223 3.893
H -0.898 2.125 5.640
H -2.442 3.984 5.125
H -2.479 4.965 2.855
H -0.970 4.110 1.116
H 0.112 2.492 -1.632
H 0.649 4.393 -3.121
H 2.176 6.176 -2.349
H 3.141 6.090 -0.077
H 2.560 4.233 1.439
Cl -1.289 -4.073 -4.060
C -0.332 -3.902 -2.638
C 0.427 -4.958 -2.165
C 1.181 -4.769 -1.018
C 1.146 -3.538 -0.394
N 0.409 -2.523 -0.855
C -0.324 -2.694 -1.959
H 0.424 -5.906 -2.687
H 1.786 -5.568 -0.613
H 1.719 -3.347 0.506
H -0.908 -1.843 -2.289
*
```

How positive or negative is each atom? The Löwdin charges in e answer that: Mg 0.572; O 0.140; C -0.258; C -0.299; O 0.098; C -0.339; C -0.341; O -0.127; C -0.292; O 0.116; O -0.160; N -0.380; P 0.935; C -0.362; C -0.112; C -0.079; C -0.081; C -0.075; C -0.088; C -0.359; C -0.090; C -0.077; C -0.074; C -0.065; C -0.099; P 0.990; C -0.337; C -0.083; C -0.073; C -0.070; C -0.063; C -0.086; C -0.362; C -0.075; C -0.063; C -0.080; C -0.084; C -0.094; H 0.087; H 0.104; H 0.106; H 0.105; H 0.107; H 0.094; H 0.104; H 0.105; H 0.106; H 0.112; H 0.088; H 0.085; H 0.105; H 0.107; H 0.113; H 0.115; H 0.091; H 0.111; H 0.104; H 0.102; H 0.105; Cl 0.718; C -0.635; C -0.067; C -0.035; C -0.111; N 0.013; C -0.112; H 0.116; H 0.114; H 0.103; H 0.116

=====

# 3
Below is a structure of composition C34H25N3O11PYb at a distorted geometry, with properties calculated with ωB97M-V/def2-TZVPD.

Results
E_HOMO (alpha / beta)   -3.4 / -3.4 eV
HOMO-LUMO gap (alpha / beta)   7.7 / 7.7 eV
ΔE to the lowest compared entry with this formula, charge and spin   11.3 kcal per mole
Expectation value of S²   0.75
Calculated total energy   -103486.800 eV

Structure (ORCA input):
```
! RIJCOSX wB97M-V def2-TZVPD def2/J DEFGRID3
* xyz -2 2
Yb 1.206 -0.312 -0.155
O 4.658 4.936 -1.184
C 3.662 4.023 -0.984
C 3.123 3.806 0.279
C 2.147 2.839 0.413
N 1.715 2.122 -0.616
C 2.209 2.352 -1.828
C 3.178 3.308 -2.068
C 1.629 1.438 -2.914
O 1.712 1.807 -4.085
O 1.077 0.397 -2.445
C 1.494 2.462 1.744
O 1.745 3.150 2.738
O 0.752 1.437 1.662
H 4.958 5.235 -0.321
H 3.461 4.357 1.149
H 3.557 3.462 -3.069
N 2.712 -0.576 2.082
C 2.339 -1.771 2.839
C 0.852 -2.125 2.576
O 0.329 -2.953 3.322
O 0.335 -1.539 1.576
H 3.710 -0.412 2.112
H 2.250 0.227 2.500
H 2.475 -1.672 3.919
H 2.937 -2.618 2.492
O -0.854 -3.602 -2.345
C -1.038 -2.527 -1.776
O -0.196 -1.851 -1.122
C -2.446 -1.925 -1.820
C -3.420 -2.627 -2.527
C -4.732 -2.195 -2.559
C -5.081 -1.039 -1.873
C -4.116 -0.326 -1.184
C -2.784 -0.746 -1.147
P -1.551 0.218 -0.136
C -2.205 1.904 -0.553
C -3.143 2.662 0.142
C -3.591 3.873 -0.370
C -3.099 4.350 -1.577
C -2.140 3.618 -2.263
C -1.695 2.409 -1.752
C -2.270 -0.091 1.528
C -2.022 0.808 2.564
C -2.533 0.577 3.832
C -3.274 -0.568 4.089
C -3.472 -1.496 3.079
C -2.969 -1.262 1.809
H -3.103 -3.527 -3.037
H -5.483 -2.757 -3.101
H -6.108 -0.692 -1.871
H -4.413 0.572 -0.661
H -3.537 2.304 1.083
H -4.329 4.445 0.180
H -3.462 5.290 -1.977
H -1.730 3.992 -3.193
H -0.940 1.836 -2.284
H -1.389 1.666 2.379
H -2.327 1.281 4.630
H -3.675 -0.747 5.081
H -4.003 -2.418 3.283
H -3.100 -2.008 1.036
O 5.586 -0.953 -0.901
C 4.364 -1.032 -0.758
O 3.526 -0.092 -0.644
C 3.766 -2.444 -0.664
C 4.546 -3.571 -0.881
C 3.973 -4.817 -0.697
C 2.644 -4.895 -0.306
C 1.932 -3.720 -0.133
N 2.485 -2.522 -0.308
H 5.575 -3.437 -1.184
H 4.556 -5.719 -0.847
H 2.166 -5.852 -0.146
H 0.886 -3.726 0.147
*
```

How positive or negative is each atom? The Löwdin charges in e answer that: Yb 1.648; O 0.050; C -0.286; C 0.054; C -0.172; N 0.076; C -0.178; C 0.070; C -0.639; O 0.010; O -0.140; C -0.626; O 0.002; O -0.155; H 0.095; H 0.119; H 0.127; N -0.015; C -0.170; C -0.666; O -0.013; O -0.178; H 0.088; H 0.060; H 0.104; H 0.104; O 0.013; C -0.609; O -0.217; C -0.114; C -0.033; C -0.097; C -0.098; C -0.088; C -0.255; P 1.123; C -0.333; C -0.101; C -0.103; C -0.112; C -0.081; C -0.083; C -0.342; C -0.107; C -0.085; C -0.109; C -0.090; C -0.076; H 0.108; H 0.090; H 0.091; H 0.095; H 0.096; H 0.091; H 0.089; H 0.101; H 0.091; H 0.094; H 0.097; H 0.088; H 0.095; H 0.109; O -0.002; C -0.625; O -0.124; C -0.174; C -0.016; C -0.076; C -0.052; C -0.107; N 0.060; H 0.107; H 0.094; H 0.099; H 0.113

=====

Question: Which value of ΔE to the lowest compared entry with this formula, charge and spin does entry 1 give?
Answer: 19.9 kcal per mole